A structure of composition C24H56BeN8O8 at a distorted geometry, computed with ωB97M-V/def2-TZVPD.

Positions of all 97 atoms, in Å:
C  13.824  -4.427  -15.273
N  15.248  -8.902  -16.260
C  11.152  -10.962  -14.420
H  13.929  -3.364  -15.539
H  9.312  -3.182  -14.437
C  10.434  -10.920  -20.518
H  13.069  -3.816  -18.890
H  4.955  -5.523  -16.066
C  9.211  -9.443  -14.641
C  16.429  -9.830  -15.870
H  16.007  -10.668  -15.316
H  11.400  -8.461  -12.480
H  11.390  -0.627  -14.868
C  12.734  -3.681  -19.919
C  15.518  -7.724  -17.240
H  17.232  -9.387  -15.281
C  10.892  -3.866  -21.432
O  8.777  -6.584  -17.164
H  9.472  -12.309  -12.882
H  15.661  -6.776  -14.827
C  11.391  -2.348  -17.043
C  7.608  -6.690  -17.088
H  4.913  -7.051  -16.852
H  9.141  -10.877  -12.041
N  6.809  -6.427  -15.978
C  11.840  -8.899  -20.550
O  11.662  -6.893  -13.830
H  9.855  -0.283  -15.711
C  10.806  -9.618  -18.561
H  15.566  -3.325  -13.265
H  10.512  -2.850  -21.331
H  12.810  -8.733  -20.081
H  12.731  -5.023  -12.499
H  10.334  -11.766  -19.839
C  11.869  -7.448  -10.244
H  14.845  -6.873  -17.144
C  9.122  -11.290  -13.049
H  14.067  -9.878  -14.935
H  8.538  -5.980  -14.636
C  15.234  -6.144  -14.048
H  10.102  -10.339  -18.116
O  12.922  -5.130  -15.626
O  11.197  -8.669  -17.842
H  12.276  -9.260  -21.481
H  13.492  -5.558  -11.074
H  11.924  -4.738  -10.867
H  14.288  -6.548  -13.687
H  9.806  -0.961  -14.135
C  12.502  -5.407  -11.504
H  11.562  -3.999  -22.281
O  13.136  -8.154  -15.711
C  11.665  -7.415  -12.698
N  10.567  -2.290  -15.764
H  11.445  -10.505  -15.365
H  11.324  -12.007  -14.676
H  16.560  -7.447  -17.082
C  5.327  -6.544  -15.981
O  10.105  -4.513  -15.758
H  16.887  -4.284  -14.021
C  15.914  -3.818  -14.173
H  11.782  -3.308  -17.380
H  7.024  -6.560  -13.951
H  15.393  -8.032  -18.278
C  11.012  -5.317  -19.459
H  15.930  -6.165  -13.209
H  10.880  -1.963  -17.925
H  9.977  -4.395  -21.701
C  10.379  -0.985  -15.062
C  14.083  -8.977  -15.568
H  12.879  -7.683  -9.907
H  12.830  -2.629  -20.188
H  8.042  -11.379  -13.162
H  8.154  -9.309  -14.364
O  11.605  -5.760  -18.497
N  11.925  -6.710  -11.526
C  7.453  -5.924  -14.725
H  13.566  -4.120  -20.470
Be  11.229  -6.715  -16.245
H  7.043  -6.995  -17.983
N  9.793  -10.507  -14.051
H  12.231  -1.721  -16.743
H  10.111  -5.788  -19.882
H  7.171  -4.883  -14.564
N  11.098  -9.880  -19.844
N  14.886  -4.800  -14.457
H  4.940  -7.167  -15.174
H  10.839  -11.174  -21.498
O  9.874  -8.634  -15.311
H  11.259  -8.325  -10.459
H  9.459  -10.500  -20.766
H  11.822  -10.695  -13.602
H  11.308  -6.894  -9.491
H  11.389  -7.914  -20.665
H  15.952  -3.099  -14.991
H  16.803  -10.247  -16.805
C  9.998  -3.407  -15.268
N  11.494  -4.304  -20.190

Properties
- Kohn-Sham gap (eV) = 8.49
- net charge = +2
- HOMO (Ha) = -0.49510

These are the Löwdin partial charges, in e, on atoms 1 to 6:
1. C -0.2875
2. N -0.1274
3. C -0.0245
4. H 0.1396
5. H 0.1438
6. C -0.0485

***

A structure of composition C32H28Cl3N3O7PSiW at a distorted geometry, computed with ωB97M-V/def2-TZVPD.

Positions of all 76 atoms, in Å:
C  4.118  -2.505  0.350
H  0.343  -0.115  2.693
C  -5.354  2.983  -2.533
H  -3.527  -1.739  -1.229
C  -4.483  1.022  0.371
H  -4.355  -1.706  1.107
H  1.742  2.098  -1.486
C  -4.759  2.190  -1.576
C  2.974  -2.085  -0.320
C  4.813  1.589  3.113
C  -2.652  -1.620  2.463
P  2.363  -0.360  -0.266
C  3.903  0.574  3.381
H  2.512  -0.824  2.556
H  -2.121  -2.448  2.943
H  4.367  -1.157  -2.346
C  3.984  -0.174  -2.593
H  -0.470  -1.205  3.866
H  -8.209  3.653  -0.853
H  4.131  -5.766  -0.542
C  4.463  0.496  -3.699
H  -3.400  -1.235  3.159
C  -0.356  -0.956  2.800
C  3.381  0.427  1.035
C  -3.351  -2.122  1.154
O  -0.309  -2.251  0.811
C  2.258  -3.007  -1.072
N  0.853  -0.110  -0.033
C  0.186  -2.167  1.996
C  4.534  -3.822  0.268
C  3.005  0.405  -1.793
H  2.606  3.311  -3.465
N  -1.644  -0.548  2.213
H  5.217  0.038  -4.324
C  -1.332  1.889  1.923
H  -3.420  -3.227  1.190
H  2.095  -5.025  -1.735
H  -4.859  3.188  -3.469
C  5.013  2.006  1.814
H  4.464  1.757  -0.240
O  -2.694  1.434  -2.473
C  3.002  2.335  -3.214
O  -1.022  1.534  0.720
C  2.515  1.660  -2.114
H  3.753  0.232  4.396
C  -2.012  0.761  2.758
C  -6.628  2.427  -0.098
C  3.811  -4.732  -0.485
H  5.367  2.048  3.920
O  -2.644  -1.747  -0.011
Cl  -4.302  -1.679  -2.367
H  1.350  -2.693  -1.578
H  5.421  -4.140  0.804
C  -6.603  3.503  -2.247
H  4.695  -1.802  0.947
W  -1.126  -0.420  0.025
C  -5.384  1.913  -0.387
C  -3.505  1.472  -1.502
C  -7.233  3.232  -1.046
Cl  -0.841  -1.683  -2.295
H  -1.730  0.838  3.814
C  4.302  1.422  0.777
H  -7.100  4.132  -2.971
O  0.990  -2.928  2.491
C  2.672  -4.319  -1.156
Cl  -0.398  0.858  -4.099
C  3.193  -0.004  2.351
H  5.723  2.794  1.600
O  -4.705  0.579  1.451
Si  -1.247  0.584  -2.231
H  -3.072  0.882  2.653
H  4.349  2.284  -4.876
N  -3.320  0.805  -0.406
H  -7.109  2.199  0.841
O  -1.168  3.010  2.383
C  3.974  1.757  -4.008

Properties
- Kohn-Sham gap (eV) = 4.49
- net charge = -1
- HOMO (Ha) = -0.11621

These are the Löwdin partial charges, in e, on atoms 1 to 6:
1. C -0.0811
2. H 0.1175
3. C 0.0161
4. H -0.2252
5. C -0.3642
6. H 0.0882

***

The molecule C6H9N at a distorted geometry, computed with ωB97M-V/def2-TZVPD.

Positions of all 16 atoms, in Å:
C  -1.070  0.449  0.396
H  3.046  -2.053  -0.217
H  -2.305  1.105  -1.169
C  2.336  -1.242  -0.054
C  2.752  -0.003  -0.004
H  -3.066  1.343  0.446
N  -0.363  -0.684  0.031
C  2.925  1.268  0.065
H  -1.181  -1.224  -0.270
H  2.917  1.970  0.916
C  -2.492  0.630  -0.192
H  -0.405  1.411  0.416
C  0.841  -1.368  -0.077
H  0.646  -2.460  -0.303
H  -2.958  -0.244  -0.478
H  2.946  1.879  -0.890

Properties
- Kohn-Sham gap (alpha / beta) (eV) = 7.21 / 7.39
- HOMO (alpha / beta) (Ha) = -0.23614 / -0.24298

These are the natural (NBO) partial charges, in e, on atoms 1 to 6:
1. C -0.1220
2. H 0.2486
3. H 0.2083
4. C -0.3251
5. C 0.0806
6. H 0.2317

***

Respective energy relative to the best compared isomer or geometry (same formula, charge and spin) values: 52.17; 72.82; 135.09 kcal/mol.